*A*
# C3H5NS

The molecule C3H5NS (the ωB97M-V functional and the def2-TZVPD basis, the OMol25 dataset).

As for the multiplicity: 1.

```
10
C3H5NS, DFT the ωB97M-V functional and the def2-TZVPD basis
C 0.5152 -0.2136 0.2025
C -1.7723 0.2793 0.8000
C -1.8019 -0.7509 -0.2478
H 0.4477 -0.9837 1.0241
H -1.4966 -0.0647 1.7783
H -2.4056 1.1362 0.7411
H -1.5235 -1.7618 0.0479
H -2.4454 -0.6789 -1.1227
N -0.7392 0.2645 -0.2555
S 1.9345 0.2883 -0.3255
```

natural (NBO) atomic charge list, values in e, 6 entries: -0.13, -0.25, -0.25, 0.16, 0.20, 0.22

=====

*B*
# C3H5NS

The molecule C3H5NS (the ωB97M-V functional and the def2-TZVPD basis, the OMol25 dataset).

As for the multiplicity: 1.

```
10
C3H5NS, DFT the ωB97M-V functional and the def2-TZVPD basis
C -0.9550 -0.1425 -0.1157
C -0.0015 0.9587 -0.0297
C 1.0982 -0.2807 -0.0298
H -0.1231 1.1777 1.0962
H -0.0530 2.0309 -0.6390
H 1.5614 -0.4059 -0.9987
H 1.6640 -0.1595 0.8199
H -0.3786 -1.9674 -0.1637
N -0.0808 -1.0740 0.0679
S -2.7317 -0.1373 -0.0073
```

natural (NBO) atomic charge list, values in e, 6 entries: 0.21, -0.49, -0.20, 0.25, 0.27, 0.21

=====

Sorted by energy, starting with the most stable: *A*, *B*.